[1]
C16H28Cl2N4O8Pb as an isolated structure at a distorted geometry. Source: the OMol25 dataset; level of theory: ωB97M-V/def2-TZVPD.

Each line ends with the Löwdin charge.
CARTESIAN COORDINATES (ANGSTROEM)
Pb 0.06591 0.12518 0.08805  1.46
Cl -0.87471 -3.22508 -0.63151  0.65
O -1.78123 -3.85265 -1.60511  -0.33
O -1.61093 -2.11612 -0.02359  -0.50
O -0.39612 -4.01650 0.42964  -0.33
O 0.32895 -2.58203 -1.17411  -0.44
Cl 0.42709 3.35436 1.44079  0.64
O 0.75878 2.11263 2.19713  -0.46
O 1.67515 4.10085 1.29748  -0.36
O 0.15671 2.90669 0.11614  -0.49
O -0.63887 4.13099 2.02425  -0.32
C -0.75142 -2.20204 -5.29395  -0.08
C -2.15013 -1.58549 -4.99179  -0.26
C -2.36853 -1.06915 -3.61079  -0.19
C -1.33119 -0.24867 -3.00454  -0.17
N -0.46762 0.44596 -2.58733  0.11
H -0.58498 -3.10370 -4.70454  0.07
H 0.02856 -1.44765 -5.19084  0.07
H -0.79110 -2.67779 -6.27384  0.07
H -2.92208 -2.23099 -5.41074  0.11
H -2.35286 -0.72794 -5.63336  0.10
H -2.46205 -1.91951 -2.93535  0.10
H -3.33391 -0.56628 -3.66796  0.13
C 0.28666 -3.49153 4.11069  -0.10
C 1.75677 -3.77662 3.91955  -0.27
C 2.40133 -3.71055 2.54776  -0.16
C 2.11803 -2.37475 1.94965  -0.12
N 1.87091 -1.31715 1.48127  0.09
H -0.25080 -4.21968 3.50320  0.08
H 0.04791 -2.49324 3.74390  0.07
H -0.06676 -3.57331 5.13855  0.08
H 1.88669 -4.72941 4.43279  0.11
H 2.31561 -3.00012 4.44190  0.11
H 2.14060 -4.52471 1.87155  0.12
H 3.43635 -4.04567 2.61487  0.12
C 6.92775 3.19072 -0.15490  -0.11
C 5.68570 2.33297 0.19528  -0.22
C 4.68276 2.25106 -0.98121  -0.17
C 3.42286 1.45401 -0.85969  -0.10
N 2.47263 0.75241 -0.71887  0.08
H 7.55666 2.64908 -0.86144  0.07
H 7.60616 3.21577 0.69787  0.07
H 6.88040 4.21642 -0.52068  0.07
H 5.11470 2.76193 1.01872  0.11
H 6.07836 1.32752 0.34688  0.11
H 5.09984 1.94037 -1.93913  0.12
H 4.36344 3.27167 -1.19215  0.12
C -6.64010 2.64060 1.91384  -0.11
C -5.37739 1.90217 1.55613  -0.26
C -4.47760 2.68674 0.58970  -0.15
C -3.24221 1.95936 0.15981  -0.13
N -2.28890 1.36015 -0.10454  0.09
H -6.54986 3.24168 2.81864  0.08
H -7.48777 1.96101 2.00163  0.08
H -6.87571 3.34271 1.11407  0.07
H -5.74563 0.96243 1.14456  0.11
H -4.81482 1.55869 2.42426  0.12
H -4.12258 3.58251 1.09926  0.13
H -4.83515 3.08985 -0.35780  0.12

Forces on the atoms, in the same order (eV/Å):
Pb 0.2 0.3 -0.2
Cl -0.2 2.4 -0.2
O 2.0 0.3 1.2
O -0.8 0.6 0.0
O -0.3 -2.4 0.6
O -0.5 -0.4 -1.4
Cl 3.7 -0.1 0.9
O -1.2 0.8 0.0
O -1.2 0.3 1.0
O -1.9 -0.8 -2.0
O 0.6 -0.8 -0.4
C -1.4 -0.3 0.0
C 1.4 0.3 -2.2
C -0.9 -1.1 1.0
C 2.8 2.6 0.5
N -2.8 -2.4 -0.9
H 0.2 0.4 0.8
H 0.1 -0.4 -0.1
H 0.2 0.7 -0.4
H -0.2 -0.5 1.1
H 0.7 0.3 -0.4
H -0.2 -0.1 0.3
H 0.1 0.4 0.7
C -0.5 0.2 -1.3
C 0.3 0.4 1.5
C -0.6 -0.7 -0.7
C -0.1 2.4 -1.7
N 0.8 -3.8 1.8
H -0.4 0.1 0.0
H -0.2 0.0 0.0
H 0.4 0.0 0.0
H 0.8 -0.1 -0.3
H 0.1 -0.2 0.7
H -1.2 0.4 -0.4
H 0.5 1.3 0.3
C 0.8 -0.7 0.1
C -0.2 0.3 -1.1
C -0.8 0.5 -0.7
C -2.7 -2.6 1.3
N 3.8 3.0 -0.8
H -0.2 -0.1 -0.4
H -0.3 0.1 0.4
H -0.8 -0.1 0.1
H 0.3 -0.4 0.3
H -0.3 0.1 0.7
H 0.4 -0.3 0.1
H -0.3 0.1 0.1
C -0.3 0.9 0.1
C -0.2 -1.1 -0.6
C 1.6 -0.1 -0.1
C 0.4 -0.6 0.6
N -1.4 0.6 0.2
H 0.0 -0.1 0.1
H 0.1 0.1 0.2
H -0.2 0.0 -0.1
H 0.5 -0.1 -0.6
H 0.2 0.4 0.1
H 0.2 0.1 0.2
H -1.0 -0.3 0.1

Calculated values
- Energy above the lowest of the compared OMol25 structures with the same formula, charge and spin: 1.321 eV
- F_max: 4.915 eV/A
- Orbital gap: 9.702 eV
- LUMO: 0.2 eV
- Total energy: -69662.70435 eV

***

[2]
A 2-piece molecular cluster, C5H12NO overall at a distorted geometry. Source: the OMol25 dataset; level of theory: ωB97M-V/def2-TZVPD.

Each line ends with the Löwdin charge.
CARTESIAN COORDINATES (ANGSTROEM)
C -0.68369 2.06545 -0.34773  -0.09
C -1.27587 0.78098 0.20834  -0.22
C -0.67756 -0.32473 -0.55386  -0.42
C -1.22272 -0.98138 -1.55416  0.05
C 1.25436 -1.80051 -0.09198  -0.06
N 0.68251 -0.56194 -0.24940  -0.08
H -0.43335 1.97028 -1.39980  0.08
H -1.49647 2.70608 -0.34330  0.05
H 0.34453 2.20656 0.07315  0.08
H -1.26368 0.59642 1.36385  0.15
H -2.34943 0.71255 -0.02993  0.11
H -2.11649 -0.76368 -1.99639  0.02
H -0.70306 -1.89747 -1.92420  0.07
H 2.33371 -1.82645 0.01147  0.03
H 0.80026 -2.81109 -0.30590  0.06
H 1.15354 0.26607 0.21544  0.10
H 1.87236 0.04024 2.68339  0.03
H 1.18008 1.31704 1.98029  0.07
O 1.44166 0.37227 1.93177  -0.04

Forces on the atoms, in the same order (eV/Å):
C 1.9 -1.6 0.1
C -1.3 -0.9 0.7
C 1.9 -0.8 0.4
C 1.7 -2.5 0.0
C 0.5 -1.2 -0.3
N -0.2 0.7 0.3
H -0.2 -0.5 -0.3
H -0.6 2.6 0.8
H -1.2 1.1 0.2
H 0.5 0.6 -2.1
H 0.2 0.4 0.1
H -2.5 0.5 -0.6
H -0.2 1.2 -0.1
H -0.1 0.2 0.1
H 0.0 1.8 0.1
H -0.7 -2.4 -0.9
H 0.9 0.0 1.8
H 0.6 -1.0 0.8
O -1.0 1.8 -1.2

Calculated values
- Multiplicity: 2
- Energy above the lowest of the compared OMol25 structures with the same formula, charge and spin: 1.794 eV
- F_max: 3.054 eV/A
- Orbital gap (spin up / spin down): 6.183 / 8.857 eV
- LUMO (spin up / spin down): 0.5 / 0.5 eV
- Total energy: -8913.39272 eV

***

[3]
A 9-piece molecular cluster, C44H51N9O5 overall at a distorted geometry. Source: the OMol25 dataset; level of theory: ωB97M-V/def2-TZVPD.

Each line ends with the Löwdin charge.
CARTESIAN COORDINATES (ANGSTROEM)
C 5.63773 0.58313 -2.54919  -0.07
C 4.46199 0.03124 -3.45488  -0.12
C 3.15946 0.79256 -3.04449  -0.49
O 2.53666 0.38784 -2.11519  0.13
O 2.78884 1.91567 -3.78026  -0.05
C 1.59932 1.57577 -4.57332  -0.12
C 0.34461 1.87607 -3.68409  -0.08
C -0.71050 0.76170 -3.61972  -0.10
C -0.74143 -0.37075 -4.33383  0.08
C -1.82090 -1.45078 -4.16976  -0.31
O -1.73931 -2.52272 -4.68356  0.11
C -3.03155 -1.14642 -3.27660  0.12
C -3.01586 -0.01571 -2.56662  -0.13
O -4.15200 0.29545 -1.74409  0.08
C -4.19223 -0.67142 -0.82400  -0.32
N -4.17499 -1.47068 -0.02736  0.20
C -1.86189 0.98997 -2.61232  -0.25
O -1.86037 1.95096 -1.91104  0.16
H 5.22110 1.30920 -1.81105  0.07
H 6.39059 1.10642 -3.16993  0.08
H 6.05809 -0.25046 -1.95321  0.08
H 4.66888 0.15821 -4.53710  0.11
H 4.27508 -1.04356 -3.26364  0.12
H 1.61188 2.27275 -5.43899  0.14
H 1.72281 0.51289 -4.86338  0.12
H 0.71280 2.11030 -2.66101  0.10
H -0.15382 2.80885 -4.03642  0.14
H 0.02927 -0.58267 -5.09311  0.12
H -3.89040 -1.84198 -3.20302  0.16
C 0.48575 -4.60779 -6.81421  -0.11
C -0.40978 -4.92118 -5.75724  -0.11
C -0.35896 -6.27879 -5.57198  -0.14
N 0.52880 -6.79702 -6.47855  0.00
C 1.05111 -5.78393 -7.23508  -0.15
H 0.69281 -3.62965 -7.21966  0.09
H -1.02025 -4.22639 -5.19787  0.05
H -0.87635 -6.91990 -4.87691  0.10
H 0.76075 -7.76969 -6.57260  0.14
H 1.77600 -5.98724 -8.00601  0.09
C 0.56872 4.17085 0.50997  -0.10
C 1.69938 4.77634 1.11846  -0.11
C 2.77118 3.95005 0.89811  -0.15
N 2.33072 2.86882 0.18516  0.02
C 0.99264 2.99806 -0.05946  -0.14
H -0.43955 4.55242 0.49073  0.09
H 1.72386 5.71118 1.65546  0.09
H 3.80602 4.03671 1.18666  0.09
H 2.90136 2.09711 -0.11469  0.13
H 0.45971 2.24526 -0.61558  0.09
C 3.74699 -4.10095 -9.02964  -0.12
C 3.65806 -4.98998 -10.13272  -0.12
C 4.08996 -4.30994 -11.24129  -0.14
N 4.43228 -3.04371 -10.85172  0.00
C 4.23095 -2.90990 -9.50422  -0.14
H 3.48676 -4.31192 -8.00434  0.08
H 3.31652 -6.01288 -10.11510  0.09
H 4.18215 -4.61586 -12.27051  0.11
H 4.77852 -2.32379 -11.46060  0.14
H 4.44768 -1.98109 -9.00236  0.10
C -7.87264 0.85044 3.68105  -0.13
C -7.56973 -0.52343 3.86442  -0.13
C -6.64639 -0.86901 2.91267  -0.13
N -6.38421 0.24199 2.15969  0.01
C -7.12330 1.29610 2.62438  -0.14
H -8.56215 1.44613 4.25969  0.09
H -7.98243 -1.18507 4.61101  0.09
H -6.15562 -1.80575 2.70554  0.11
H -5.74556 0.27741 1.38469  0.11
H -7.05285 2.26759 2.16339  0.11
C 7.12749 4.26361 5.23862  -0.11
C 5.95579 3.46210 5.22907  -0.10
C 5.46697 3.46848 3.94929  -0.14
N 6.29430 4.24559 3.18518  -0.01
C 7.31330 4.73056 3.96384  -0.15
H 7.76239 4.47268 6.08463  0.09
H 5.52159 2.93987 6.06639  0.09
H 4.60371 2.98951 3.51609  0.10
H 6.17222 4.43108 2.20409  0.12
H 8.07818 5.36493 3.54420  0.10
C -8.70463 0.97592 9.36157  -0.11
C -7.57448 0.11796 9.36433  -0.14
C -7.29882 -0.19809 8.05816  -0.14
N -8.22041 0.43139 7.26877  0.02
C -9.07769 1.15305 8.05418  -0.14
H -9.18811 1.41425 10.22014  0.09
H -7.02541 -0.22753 10.22608  0.09
H -6.52929 -0.81573 7.62395  0.11
H -8.26059 0.37287 6.26573  0.10
H -9.87758 1.72745 7.61609  0.10
C 8.79608 5.36242 -1.38923  -0.11
C 7.89782 4.30418 -1.68582  -0.11
C 7.53625 3.73006 -0.49525  -0.15
N 8.18481 4.39851 0.50898  0.00
C 8.95057 5.39772 -0.02792  -0.13
H 9.27356 6.02344 -2.09460  0.09
H 7.55562 3.99934 -2.66202  0.09
H 6.87687 2.90561 -0.27525  0.10
H 8.11084 4.18714 1.48957  0.11
H 9.53801 6.04420 0.60341  0.11
C -6.72196 -5.52777 9.94374  -0.12
C -6.63705 -4.27000 9.29002  -0.11
C -7.57543 -3.44910 9.85966  -0.13
N -8.22642 -4.16361 10.82835  0.00
C -7.70878 -5.42988 10.88947  -0.15
H -6.12598 -6.40393 9.74341  0.09
H -5.96333 -3.99848 8.49277  0.09
H -7.83637 -2.42195 9.65941  0.08
H -8.96926 -3.81243 11.40597  0.14
H -8.08756 -6.14888 11.59743  0.10

Forces on the atoms, in the same order (eV/Å):
C -0.7 0.0 0.0
C -0.4 0.9 0.0
C 1.4 -0.6 -1.0
O -0.8 0.2 0.7
O 0.2 -1.1 -0.3
C -0.1 0.8 0.9
C -0.3 -0.3 -0.2
C -0.6 -0.1 0.5
C -0.2 -0.4 -0.2
C -0.3 1.5 1.1
O 0.0 -0.3 -0.5
C 0.6 0.7 -0.1
C 0.1 -0.2 -1.0
O 1.2 -1.4 0.9
C -0.2 3.4 -2.6
N -0.2 -2.0 2.1
C 0.2 -0.7 -1.0
O -0.2 0.8 0.8
H 0.4 -0.4 -0.5
H -0.3 -0.5 0.5
H 0.1 0.6 -0.5
H -0.1 0.0 0.7
H 0.1 0.7 0.0
H 0.1 -0.8 0.5
H -0.4 0.7 -0.2
H -0.4 -0.3 -0.7
H 0.3 -0.6 0.2
H -0.6 -0.2 0.5
H 0.8 0.3 -0.3
C 0.1 0.0 0.0
C -0.2 -0.1 0.2
C 0.0 0.0 -0.1
N 0.0 0.0 0.1
C 0.1 -0.1 -0.1
H 0.0 0.0 0.0
H 0.3 -0.5 -0.3
H 0.0 0.0 0.0
H 0.0 0.1 0.0
H -0.1 0.0 0.0
C 0.0 0.0 -0.1
C 0.1 0.0 0.0
C 0.0 0.0 0.0
N 0.1 0.0 0.0
C 0.0 -0.1 0.0
H 0.0 0.0 0.0
H 0.0 0.0 0.0
H 0.0 0.0 0.0
H -0.1 0.0 0.0
H 0.0 0.0 0.1
C 0.0 0.1 0.1
C 0.0 0.0 -0.1
C 0.0 0.0 -0.1
N 0.0 -0.1 0.1
C 0.0 0.1 0.0
H 0.0 0.0 0.0
H 0.0 0.0 0.0
H 0.0 0.0 0.1
H 0.0 -0.1 0.0
H 0.0 0.0 0.0
C 0.0 0.1 0.0
C 0.0 -0.1 0.1
C 0.1 -0.1 -0.1
N -0.1 0.0 0.2
C 0.1 0.0 -0.1
H 0.0 0.0 -0.1
H 0.0 0.0 -0.1
H 0.0 0.0 0.0
H 0.0 -0.1 0.1
H 0.0 0.0 0.0
C 0.1 0.0 0.0
C -0.1 0.0 0.0
C -0.1 0.0 0.0
N 0.0 -0.1 0.0
C 0.1 0.0 0.0
H 0.0 0.0 0.0
H 0.0 0.0 0.0
H 0.0 0.0 0.1
H -0.1 0.1 0.1
H 0.0 0.0 0.1
C -0.1 0.1 0.0
C 0.1 0.0 0.0
C 0.0 0.0 -0.1
N 0.0 0.0 0.1
C 0.0 0.0 -0.1
H 0.0 0.0 0.0
H 0.0 0.0 0.0
H 0.0 0.0 0.0
H 0.1 0.0 0.1
H 0.0 0.0 0.0
C 0.1 0.1 0.1
C -0.1 -0.1 0.0
C 0.0 -0.1 0.0
N -0.1 0.1 0.0
C 0.0 0.0 0.0
H 0.0 0.0 0.0
H 0.0 0.0 0.0
H 0.1 0.0 0.0
H 0.2 -0.1 -0.1
H 0.0 0.0 -0.1
C 0.0 -0.1 0.1
C 0.0 0.1 0.0
C -0.1 0.1 0.0
N 0.1 -0.1 0.0
C -0.1 0.0 0.0
H 0.0 0.0 0.0
H 0.0 0.0 0.0
H 0.0 -0.1 0.0
H 0.1 0.0 -0.1
H 0.0 0.0 0.0

Calculated values
- SMILES string: CCC(=O)OCCC1=CC(=O)C=C(OC#N)C1=O.c1cc[nH]c1.c1cc[nH]c1.c1cc[nH]c1.c1cc[nH]c1.c1cc[nH]c1.c1cc[nH]c1.c1cc[nH]c1.c1cc[nH]c1
- F_max: 4.281 eV/A
- Orbital gap: 6.049 eV
- LUMO: -1.9 eV
- Total energy: -70097.81342 eV

***

[4]
A 2-piece molecular cluster, C2H12N4 overall at a distorted geometry. Source: the OMol25 dataset; level of theory: ωB97M-V/def2-TZVPD.

Each line ends with the Löwdin charge.
CARTESIAN COORDINATES (ANGSTROEM)
C -0.14202 0.63331 -2.71353  -0.11
N 0.00139 -0.57140 0.46932  -0.33
N -0.98198 0.49472 -1.51172  -0.04
N 1.28829 -0.91309 -0.07923  -0.08
H -0.40019 0.57956 -0.45069  0.13
H -1.88630 0.95022 -1.59367  0.12
H 2.03381 -0.42612 0.42325  0.04
H 1.46058 -1.90825 0.07304  0.05
H -0.62095 0.17518 -3.58074  0.08
H 0.04939 1.68718 -2.91456  0.08
H 0.79134 0.11489 -2.49867  0.06
C 0.08093 0.25946 2.73152  -0.17
N -0.06120 -0.90231 1.86122  -0.20
H -0.95852 -1.34628 2.02954  0.07
H -1.05887 -0.50639 -1.15551  0.11
H 1.09206 0.66136 2.63484  0.06
H -0.63400 1.06612 2.50326  0.06
H -0.05376 -0.04815 3.77232  0.06

Forces on the atoms, in the same order (eV/Å):
C -0.1 -0.2 0.1
N 0.0 0.4 -0.3
N 0.3 -0.7 0.3
N -0.1 0.0 0.1
H -0.1 -0.6 0.7
H 0.1 -0.1 0.2
H -0.1 -0.1 0.0
H -0.1 0.1 0.0
H 0.0 0.1 0.0
H 0.0 -0.1 0.0
H 0.0 0.1 -0.1
C 0.0 -0.1 0.0
N 0.0 0.3 -0.2
H 0.1 0.1 -0.1
H -0.2 0.8 -0.7
H 0.0 0.0 0.0
H 0.1 -0.1 0.0
H 0.0 0.0 0.0

Calculated values
- Energy above the lowest of the compared OMol25 structures with the same formula, charge and spin: 3.759 eV
- F_max: 1.102 eV/A
- Orbital gap: 7.798 eV
- LUMO: 0.9 eV
- Total energy: -8225.00942 eV

***

Q: F_max of number 1 (C16H28Cl2N4O8Pb)?
A: 4.915 eV/A

***

Q: F_max of number 3 (C44H51N9O5)?
A: 4.281 eV/A